{"formula": "C48H120BF4N4O16P4Ti", "method": "wB97M-V/def2-TZVPD", "charge": 0, "multiplicity": 4, "lumo_ha": [0.013, 0.013], "energy_ev": -162274.016, "homo_lumo_gap_ev": [4.799, 8.360], "elements": ["Ti", "B", "F", "F", "F", "F", "C", "C", "N", "C", "C", "C", "C", "H", "H", "H", "H", "H", "H", "H", "H", "H", "H", "H", "H", "H", "H", "H", "C", "C", "N", "C", "C", "C", "C", "H", "H", "H", "H", "H", "H", "H", "H", "H", "H", "H", "H", "H", "H", "H", "C", "C", "N", "C", "C", "C", "C", "H", "H", "H", "H", "H", "H", "H", "H", "H", "H", "H", "H", "H", "H", "H", "C", "C", "N", "C", "C", "C", "C", "H", "H", "H", "H", "H", "H", "H", "H", "H", "H", "H", "H", "H", "H", "H", "C", "C", "O", "P", "O", "O", "C", "C", "O", "C", "C", "H", "H", "H", "H", "H", "H", "H", "H", "H", "H", "H", "H", "H", "H", "H", "C", "C", "O", "P", "O", "O", "C", "C", "O", "C", "C", "H", "H", "H", "H", "H", "H", "H", "H", "H", "H", "H", "H", "H", "H", "H", "C", "C", "O", "P", "O", "O", "C", "C", "O", "C", "C", "H", "H", "H", "H", "H", "H", "H", "H", "H", "H", "H", "H", "H", "H", "H", "C", "C", "O", "P", "O", "O", "C", "C", "O", "C", "C", "H", "H", "H", "H", "H", "H", "H", "H", "H", "H", "H", "H", "H", "H", "H"], "coordinates": [[-0.166443, -3.123343, 1.149098], [0.374485, -0.287310, -0.390290], [-0.791644, -0.803945, 0.373440], [-0.023574, 0.303045, -1.614388], [0.892078, 0.710212, 0.437829], [1.284384, -1.274759, -0.648652], [-1.292451, 3.717593, -2.771302], [-0.457923, 4.976813, -3.050144], [-1.000764, 6.151132, -2.476914], [-0.799719, 6.141028, -1.062714], [0.629419, 6.433861, -0.588268], [-0.657709, 7.384759, -3.095511], [-1.264525, 7.674642, -4.468120], [-0.890552, 2.846953, -3.243670], [-2.263974, 3.846710, -3.170981], [-1.409227, 3.523834, -1.697995], [0.628523, 4.880809, -2.836749], [-0.504710, 5.164257, -4.140617], [-1.514228, 6.916408, -0.685127], [-1.169977, 5.189350, -0.661371], [0.953415, 7.420725, -0.894045], [0.690773, 6.366960, 0.507687], [1.332273, 5.662902, -1.000269], [0.448574, 7.515941, -3.200202], [-1.003390, 8.236349, -2.482397], [-2.348611, 7.688794, -4.476016], [-0.912509, 6.921707, -5.189183], [-0.865405, 8.596423, -4.819932], [-3.035578, -1.482159, 4.363745], [-2.498090, -2.127942, 3.106106], [-1.115374, -2.665239, 3.243785], [-1.015021, -3.726488, 4.323368], [-1.903547, -4.985480, 4.060462], [-0.088716, -1.688956, 3.436658], [1.383467, -2.144547, 3.217571], [-2.406241, -0.646515, 4.680908], [-3.088533, -2.212620, 5.202469], [-3.977873, -0.966960, 4.234396], [-3.019752, -3.096516, 2.821023], [-2.589212, -1.459097, 2.265973], [0.036167, -3.905057, 4.384794], [-1.402180, -3.328799, 5.280546], [-2.840479, -4.845516, 4.621391], [-2.052991, -5.014908, 2.961964], [-1.381378, -5.941385, 4.224530], [-0.122710, -1.275615, 4.449943], [-0.387771, -0.868354, 2.793429], [1.632530, -2.971966, 3.877290], [2.002512, -1.299084, 3.461234], [1.659642, -2.442708, 2.116117], [-0.874463, 3.112640, 1.432546], [-2.003325, 3.779357, 2.262284], [-1.635609, 4.326672, 3.548491], [-0.953795, 3.425230, 4.452138], [-1.638803, 2.087531, 4.735210], [-0.970272, 5.628735, 3.466276], [-1.862362, 6.753889, 2.797593], [-0.312482, 2.304449, 1.950106], [-0.071617, 3.749629, 1.063472], [-1.336320, 2.688376, 0.503253], [-2.467067, 4.595867, 1.666401], [-2.801876, 3.099677, 2.459759], [0.024392, 3.208466, 4.027465], [-0.822786, 3.921407, 5.440597], [-1.529833, 1.304937, 3.952371], [-1.081874, 1.692955, 5.639139], [-2.635840, 2.284685, 5.043301], [-0.025960, 5.622450, 2.832799], [-0.640546, 6.073968, 4.427239], [-1.786386, 6.711351, 1.715540], [-1.426801, 7.738420, 3.080818], [-2.878334, 6.709646, 3.132589], [-6.424079, 1.741237, -1.405682], [-5.887847, 0.283718, -1.512387], [-4.447783, 0.050173, -1.462674], [-3.823129, 0.871978, -0.358537], [-4.353068, 0.384501, 0.941053], [-3.645009, 0.232181, -2.675144], [-4.163962, -0.739658, -3.709940], [-6.517788, 2.068578, -0.360501], [-7.354246, 1.768190, -1.941740], [-5.684228, 2.432002, -1.917514], [-6.440557, -0.342667, -0.822385], [-6.258308, -0.156603, -2.454750], [-2.724208, 0.577868, -0.415234], [-3.910009, 1.997964, -0.356156], [-3.677539, 0.931706, 1.699941], [-5.402034, 0.547688, 1.214930], [-4.249948, -0.683429, 1.053597], [-2.568477, 0.181865, -2.444938], [-3.844107, 1.196324, -3.038411], [-3.530663, -0.669375, -4.629345], [-5.243889, -0.588132, -3.963564], [-4.042286, -1.759062, -3.394340], [-0.245992, -2.505773, -5.058369], [-0.152884, -1.949617, -3.678064], [-1.283867, -2.387023, -2.853835], [-1.353190, -3.651279, -1.958169], [-0.286330, -3.760954, -0.961008], [-2.838346, -3.789370, -1.364546], [-3.561617, -2.876202, -0.490129], [-4.612534, -3.751113, 0.236262], [-1.275530, -4.860369, -2.976327], [-2.386118, -5.017475, -3.803436], [-3.222004, -6.162855, -3.356140], [-1.310047, -2.419380, -5.315660], [0.521315, -1.964703, -5.691045], [-0.005337, -3.573241, -5.008744], [0.801233, -2.157361, -3.185971], [-0.252653, -0.854490, -3.678968], [-2.747413, -2.493168, 0.186847], [-4.109696, -2.070610, -1.054262], [-5.504117, -3.584534, -0.401399], [-4.355739, -4.811884, 0.351104], [-4.903726, -3.365978, 1.231014], [-2.888416, -4.080205, -3.834554], [-2.093978, -5.254885, -4.852474], [-3.737440, -5.963722, -2.427201], [-3.990965, -6.499096, -4.068577], [-2.495301, -6.994278, -3.212330], [-1.586161, 1.660592, -5.983666], [-0.164045, 1.783580, -6.372659], [0.502463, 2.294008, -5.192723], [2.125535, 2.182563, -5.283257], [2.660438, 0.840000, -5.580416], [2.558734, 3.248822, -6.433014], [2.298508, 4.686451, -6.071964], [2.205812, 5.627583, -7.270048], [2.646932, 2.724590, -3.904739], [2.860113, 1.949607, -2.709990], [3.333038, 2.785346, -1.569817], [-2.164598, 1.085203, -6.742677], [-1.597849, 1.107174, -5.055772], [-2.067792, 2.619112, -5.879000], [0.242065, 0.805252, -6.621684], [0.064131, 2.448328, -7.209283], [1.423025, 4.752485, -5.443555], [3.114580, 5.011675, -5.420200], [1.606580, 5.230914, -8.062780], [1.615030, 6.445245, -6.895510], [3.156366, 5.932535, -7.694738], [1.847331, 1.577910, -2.477312], [3.495728, 1.102249, -2.957767], [2.584460, 3.524759, -1.266408], [3.607218, 2.186773, -0.728935], [4.226909, 3.386449, -1.867476], [3.660782, 2.927959, 2.160109], [3.361811, 2.259308, 3.463868], [3.479760, 0.827512, 3.473924], [4.910261, 0.048778, 3.417086], [5.999559, 0.793498, 4.049624], [4.597590, -1.403187, 4.105431], [4.070590, -1.382617, 5.421226], [5.139857, -1.061620, 6.495184], [5.110271, -0.380077, 1.903101], [4.022146, -0.693807, 1.002989], [4.592429, -0.616624, -0.374174], [4.734984, 2.810766, 1.957384], [3.043082, 2.540775, 1.325907], [3.402646, 4.022175, 2.291425], [4.006021, 2.648323, 4.231019], [2.326360, 2.524440, 3.663634], [3.325154, -0.577826, 5.493513], [3.537481, -2.318324, 5.548966], [5.523722, -0.082079, 6.263785], [4.640691, -0.984460, 7.462759], [6.014079, -1.752957, 6.598597], [3.704429, -1.723097, 1.105502], [3.138561, -0.044801, 1.221485], [5.436959, -1.278455, -0.488467], [3.875497, -0.744055, -1.191259], [5.009269, 0.349631, -0.534583], [4.350421, -4.445064, -0.538156], [2.901573, -4.680339, -0.078867], [3.009545, -4.741363, 1.340534], [1.938906, -5.504108, 2.237779], [0.526208, -5.194257, 1.999738], [2.296836, -7.015732, 1.717514], [1.583411, -8.132790, 2.254605], [2.454030, -9.353185, 2.201829], [2.222372, -5.284809, 3.773483], [3.388526, -5.424002, 4.566358], [4.568046, -4.813005, 3.843020], [4.568917, -4.612443, -1.604449], [4.704037, -3.470529, -0.201117], [5.034663, -5.088809, 0.038134], [2.247051, -3.865955, -0.345258], [2.523627, -5.595290, -0.473686], [1.214935, -7.917368, 3.266265], [0.703655, -8.190255, 1.591916], [1.870679, -10.194575, 2.671938], [2.647441, -9.527159, 1.129211], [3.424762, -9.206507, 2.705173], [3.162356, -4.959023, 5.552487], [3.521163, -6.490654, 4.651808], [5.446518, -4.980155, 4.471035], [4.605462, -5.329882, 2.913264], [4.356617, -3.724804, 3.562296]], "atomic_forces_ev_per_a": [[-0.18, -0.02, -0.29], [-1.03, 1.36, 0.22], [0.74, -0.50, -0.82], [-0.36, -0.36, 0.52], [0.45, 0.01, 0.07], [0.39, -0.79, 0.13], [0.84, 0.55, 0.90], [0.33, -0.63, -2.12], [-0.93, -0.13, 0.46], [-0.97, 1.17, 1.27], [0.20, -1.11, 0.09], [0.50, 1.50, -0.48], [0.46, -1.61, -0.09], [0.55, -0.52, -0.15], [-1.15, 0.35, -0.41], [0.16, -0.09, -0.23], [-0.30, -0.38, 0.11], [0.16, -0.45, 0.26], [0.67, -0.43, 0.20], [0.24, 0.22, -0.02], [0.14, 0.16, -0.05], [-0.04, 0.06, -0.26], [-0.45, 0.74, 0.35], [-0.33, -0.06, 0.08], [0.21, -0.53, 0.29], [-0.14, 0.01, 0.11], [-0.31, 0.10, 0.03], [0.13, 0.94, -0.24], [0.28, -0.03, 0.86], [0.01, -2.10, 0.16], [-0.34, -1.70, 0.24], [-1.53, 0.27, -0.42], [0.92, 0.79, -1.15], [0.54, 1.14, 0.51], [-0.88, -0.33, -1.49], [0.37, -0.25, 0.06], [-0.23, 0.64, -0.51], [-0.57, -0.40, -0.25], [-0.14, 1.45, 0.37], [0.41, 0.22, -0.37], [0.39, -0.61, 0.28], [0.69, 0.23, -0.23], [0.26, -0.60, -0.39], [-0.40, 0.04, 0.47], [-0.27, 0.45, 0.60], [0.02, 0.09, 0.34], [0.51, 0.41, -0.32], [0.12, 0.05, -0.09], [0.33, 0.34, -0.05], [-0.44, 0.41, 1.52], [-0.30, -0.80, -0.49], [0.87, 0.75, -0.69], [-0.06, 1.40, 0.89], [0.17, -0.13, 0.05], [1.89, -0.43, 0.71], [0.16, 1.36, -1.24], [1.78, -0.13, 0.51], [-0.76, 0.25, -0.21], [-0.17, 0.60, 0.14], [0.41, 0.05, 0.81], [0.32, -0.47, 0.32], [-0.50, -0.89, -0.11], [0.68, -0.09, 0.24], [-0.01, -0.06, -0.78], [-0.36, 0.76, 0.27], [-0.70, 0.15, -0.89], [-1.12, -0.22, 0.04], [-0.61, -0.36, 0.58], [-0.41, -0.99, -0.10], [-0.30, -0.11, -0.15], [-0.34, -0.57, -0.09], [-0.61, -0.08, 0.13], [2.01, -0.04, -0.38], [-0.60, 0.05, -1.47], [0.92, 1.70, 1.97], [0.63, -1.36, -0.99], [0.98, 0.88, 2.44], [-1.50, -0.91, 0.23], [0.61, 0.00, -1.52], [-0.14, -0.06, -0.39], [-0.56, 0.34, 0.01], [-0.96, -0.61, 0.50], [0.30, -0.13, 0.80], [0.22, 0.46, 0.16], [-1.22, 0.71, 0.25], [-0.04, -0.91, -0.76], [-1.22, -1.06, -0.51], [0.14, 0.60, -0.41], [0.46, -0.41, 0.00], [-0.46, -0.43, -0.03], [0.09, 1.86, -0.82], [-0.71, 0.11, 0.41], [1.13, 0.03, 0.03], [-0.03, -0.60, 0.40], [0.44, -0.27, 0.05], [0.25, 1.16, 0.81], [-0.36, 0.64, -0.12], [-1.07, -0.41, 0.34], [0.59, -0.10, 0.78], [0.90, 0.30, -1.49], [0.68, -0.25, 1.02], [-0.65, 1.05, -0.41], [1.04, -0.19, 1.00], [-0.72, -0.55, -2.28], [-0.07, -1.37, 0.35], [0.45, 0.23, -0.77], [-1.24, -0.60, 0.37], [0.05, 0.11, -0.35], [-0.25, -0.20, 0.17], [0.01, -0.39, 0.02], [-1.04, 0.14, -0.33], [1.15, -0.66, 0.47], [0.12, -0.88, 0.49], [0.08, 0.39, -0.27], [0.40, 0.03, -0.40], [-0.89, 0.68, -0.25], [0.44, 0.39, 0.69], [0.05, 0.03, 0.37], [0.43, 0.33, -0.06], [-0.71, 0.26, 0.05], [-1.04, -0.65, -0.99], [0.65, -0.01, -0.06], [1.73, 0.06, -0.14], [0.55, -0.87, -0.54], [-0.68, 0.47, -0.19], [-0.75, 0.98, 1.62], [1.03, -0.59, -0.21], [-0.22, -0.84, 0.57], [0.08, 1.62, -0.55], [-1.83, -1.06, -0.18], [0.90, 1.80, -0.88], [0.41, 0.33, 0.45], [-0.33, -0.08, 0.35], [-0.15, 0.35, 0.28], [0.18, -0.11, 0.05], [-0.29, 0.07, 0.00], [-0.57, -0.21, -0.11], [0.10, -0.21, -0.14], [-0.34, -0.58, -0.51], [0.16, 0.86, 0.03], [0.10, 0.09, 0.23], [0.50, -0.32, 0.24], [0.19, 0.08, 0.04], [-0.08, -0.26, 0.01], [0.04, -0.51, 0.46], [-0.44, -0.51, 0.20], [0.26, 0.68, -0.59], [-0.47, 0.22, -0.04], [0.64, -1.05, -0.22], [-1.02, -0.44, -0.04], [-0.07, -0.06, -0.42], [0.05, 1.42, -1.13], [0.34, 0.64, 1.11], [-0.09, -0.71, -0.09], [0.05, 0.29, 0.82], [-0.86, 0.01, -0.03], [-0.05, 0.68, -0.72], [-0.28, 0.25, -0.36], [0.34, 0.10, 0.51], [0.45, -1.10, -0.23], [0.22, 0.23, 0.47], [-0.15, -0.56, 0.58], [-0.02, -0.23, -0.03], [0.15, -0.27, 0.17], [0.31, 0.33, -0.04], [0.00, -0.14, 0.04], [-0.93, 0.32, -0.38], [-0.12, -0.37, 0.79], [0.80, -0.37, -0.44], [0.08, -0.54, -0.02], [-0.12, -0.39, 0.41], [0.38, 1.05, -0.09], [0.50, -0.22, 0.50], [1.59, 0.47, -0.69], [-0.70, -0.06, 2.03], [0.65, -1.33, -1.60], [-0.54, 0.37, -0.17], [0.58, 1.68, 1.42], [-1.02, 0.54, -0.15], [-0.37, -0.53, -0.20], [-0.95, 0.18, -1.05], [0.47, 0.33, 0.09], [-0.81, 1.36, 0.60], [-0.42, 0.26, 0.37], [-0.29, 0.32, -0.45], [-0.45, -0.34, -0.31], [-0.29, 0.30, -0.14], [-0.41, -0.75, -0.20], [0.17, 0.02, -0.07], [0.12, -0.55, 0.44], [0.83, 0.61, -0.62], [0.05, -0.41, 0.52], [-0.52, -0.06, -0.04], [0.10, -0.39, -0.71], [0.32, -0.41, 0.58], [0.15, 0.38, -0.40], [0.75, -0.48, -0.70], [0.60, -1.34, 0.77]], "lowdin_charge": [0.653, -1.258, 0.008, 0.100, 0.118, 0.149, -0.043, -0.253, -0.215, -0.265, -0.067, -0.278, -0.082, 0.041, 0.063, 0.054, 0.113, 0.099, 0.121, 0.087, 0.061, 0.058, 0.067, 0.123, 0.124, 0.075, 0.057, 0.058, -0.064, -0.230, -0.259, -0.200, -0.070, -0.268, -0.056, 0.050, 0.079, 0.073, 0.113, 0.077, 0.072, 0.104, 0.074, 0.060, 0.071, 0.121, 0.109, 0.054, 0.056, 0.073, -0.062, -0.230, -0.203, -0.274, -0.090, -0.238, -0.084, 0.064, 0.056, 0.068, 0.111, 0.084, 0.086, 0.125, 0.059, 0.092, 0.063, 0.108, 0.110, 0.030, 0.077, 0.062, -0.074, -0.257, -0.195, -0.249, -0.102, -0.242, -0.078, 0.065, 0.057, 0.087, 0.102, 0.092, 0.117, 0.124, 0.098, 0.074, 0.044, 0.113, 0.088, 0.076, 0.078, 0.046, -0.063, -0.225, -0.167, 0.413, -0.268, -0.197, -0.220, -0.058, -0.143, -0.330, -0.069, 0.083, 0.109, 0.073, 0.128, 0.109, 0.086, 0.104, 0.078, 0.079, 0.068, 0.090, 0.136, 0.063, 0.087, 0.099, -0.075, -0.275, -0.210, 0.412, -0.243, -0.180, -0.222, -0.058, -0.184, -0.235, -0.056, 0.097, 0.061, 0.077, 0.107, 0.121, 0.079, 0.116, 0.067, 0.066, 0.078, 0.117, 0.117, 0.070, 0.036, 0.102, -0.074, -0.266, -0.208, 0.453, -0.218, -0.209, -0.285, -0.062, -0.161, -0.244, -0.068, 0.086, 0.063, 0.105, 0.111, 0.102, 0.110, 0.098, 0.049, 0.073, 0.092, 0.094, 0.116, 0.075, 0.086, 0.060, -0.037, -0.228, -0.218, 0.451, -0.259, -0.186, -0.299, -0.076, -0.187, -0.240, -0.055, 0.088, 0.051, 0.083, 0.087, 0.113, 0.117, 0.130, 0.099, 0.085, 0.082, 0.133, 0.112, 0.094, 0.050, 0.099]}